# C3H4N2O2

An isolated molecule of C3H4N2O2 at a distorted geometry (the ωB97M-V functional and the def2-TZVPD basis, OMol25).

Structure (ORCA input):
```
! wB97M-V def2-TZVPD RIJCOSX def2/J DEFGRID3
* xyz 0 1
C 0.27 1.80 1.65
C -0.03 0.71 0.67
C 0.11 -0.63 -0.90
H 1.37 2.08 1.47
H -0.49 2.62 1.66
H 0.30 1.20 2.61
H 0.29 -2.18 -2.15
N 0.62 0.53 -0.41
N -0.83 -1.09 -0.15
O 0.60 -1.17 -1.96
O -0.87 -0.21 0.94
*
```

Kohn-Sham gap: 10.70 eV
E: -376.6576 Eh
highest occupied orbital energy: -10.10 eV
largest force on an atom: 4.84 eV Å⁻¹
relative energy (zero: lowest compared OMol25 entry of this formula, charge and spin): 66.6 kcal per mole
E_LUMO: 0.599 eV

natural (NBO) population analysis, charges in e, atoms 1 to 8: -0.679 0.547 0.584 0.255 0.249 0.237 0.517 -0.535

# C3H4N2O2

An isolated molecule of C3H4N2O2 at a distorted geometry (the ωB97M-V functional and the def2-TZVPD basis, OMol25).

Structure (ORCA input):
```
! wB97M-V def2-TZVPD RIJCOSX def2/J DEFGRID3
* xyz 0 1
C 0.91 -0.10 0.58
C -1.11 0.14 -0.53
C -0.10 -0.90 -0.34
O 1.71 0.64 -0.24
N -1.07 0.99 0.98
N -2.05 0.40 0.50
O 1.32 -0.56 1.62
H 1.66 1.60 -0.12
H -1.16 0.76 -1.42
H 0.35 -1.22 -1.28
H -0.47 -1.74 0.25
*
```

Kohn-Sham gap: 9.25 eV
E: -376.5761 Eh
highest occupied orbital energy: -9.36 eV
largest force on an atom: 5.35 eV Å⁻¹
relative energy (zero: lowest compared OMol25 entry of this formula, charge and spin): 117.8 kcal per mole
E_LUMO: -0.107 eV

natural (NBO) population analysis, charges in e, atoms 1 to 8: 0.808 0.000 -0.555 -0.739 -0.069 -0.117 -0.527 0.503

# C3H4N2O2

An isolated molecule of C3H4N2O2 at a distorted geometry (the ωB97M-V functional and the def2-TZVPD basis, OMol25).

Structure (ORCA input):
```
! wB97M-V def2-TZVPD RIJCOSX def2/J DEFGRID3
* xyz 0 1
C -0.72 -0.41 0.69
C 1.09 0.33 -0.45
C -0.12 0.43 -1.38
H -2.43 -0.98 1.54
H 1.21 -0.68 1.39
H 1.86 -0.25 -0.87
H 1.30 1.48 -0.25
N -1.45 -0.76 1.72
N 0.58 -0.12 0.77
O -0.14 0.87 -2.54
O -1.18 0.10 -0.61
*
```

Kohn-Sham gap: 10.21 eV
E: -376.6934 Eh
highest occupied orbital energy: -9.73 eV
largest force on an atom: 4.28 eV Å⁻¹
relative energy (zero: lowest compared OMol25 entry of this formula, charge and spin): 44.2 kcal per mole
E_LUMO: 0.479 eV

natural (NBO) population analysis, charges in e, atoms 1 to 8: 0.679 -0.337 0.779 0.369 0.426 0.232 0.229 -0.727